<1>
DFT (the ωB97M-V functional and the def2-TZVPD basis) results for C4H2O2 in the gas phase.

For the HOMO-LUMO gap, the calculation gives 7.803 eV.

Element x y z (Å)
C (-0.66, 0.75, 0.33)
C (-0.68, -0.62, -0.05)
C (0.57, 1.18, -0.08)
C (1.58, -0.98, 0.28)
O (0.41, -1.42, -0.11)
O (1.66, 0.48, -0.07)
H (-1.46, 1.48, 0.48)
H (-1.42, -0.87, -0.78)



<2>
DFT (the ωB97M-V functional and the def2-TZVPD basis) results for C4H2O2 in the gas phase.

For the HOMO-LUMO gap, the calculation gives 8.359 eV.

Element x y z (Å)
O (0.51, -0.91, -2.46)
C (1.05, -0.70, -1.43)
C (0.17, 0.03, 0.01)
O (0.48, -1.21, -0.11)
C (-0.72, 0.48, 1.01)
C (-1.45, 1.10, 1.76)
H (2.08, -0.39, -1.23)
H (-2.10, 1.59, 2.45)



Name the least stable of them. <1>.



<1>
DFT (the ωB97M-V functional and the def2-TZVPD basis) results for C5H6O in the gas phase.

For the HOMO-LUMO gap, the calculation gives 10.537 eV.

Element x y z (Å)
C (-0.04, -0.29, 2.69)
C (-0.04, -0.02, 1.25)
C (0.06, 0.10, 0.05)
C (0.44, 0.05, -1.35)
C (-0.44, 0.30, -2.49)
O (0.53, 1.25, -2.09)
H (0.81, 0.20, 3.17)
H (-0.96, 0.05, 3.19)
H (0.06, -1.37, 2.85)
H (1.28, -0.63, -1.51)
H (-1.48, 0.58, -2.33)
H (-0.22, -0.22, -3.42)



<2>
DFT (the ωB97M-V functional and the def2-TZVPD basis) results for C5H6O in the gas phase.

For the HOMO-LUMO gap, the calculation gives 10.526 eV.

Element x y z (Å)
C (1.81, 1.78, 0.77)
C (0.95, 0.71, 0.28)
C (0.24, -0.18, -0.11)
C (-0.57, -1.30, -0.55)
C (-2.03, -1.26, -0.47)
O (-1.37, -1.13, -1.71)
H (1.45, 2.76, 0.43)
H (1.84, 1.79, 1.86)
H (2.84, 1.66, 0.40)
H (-0.08, -2.27, -0.48)
H (-2.52, -0.36, -0.10)
H (-2.58, -2.19, -0.32)



<3>
DFT (the ωB97M-V functional and the def2-TZVPD basis) results for C5H6O in the gas phase.

For the HOMO-LUMO gap, the calculation gives 10.769 eV.

Element x y z (Å)
O (-2.58, -0.01, -0.81)
C (-2.08, -0.24, 0.26)
C (-0.60, -0.11, 0.55)
C (0.26, 0.19, -0.69)
C (1.66, 0.35, -0.34)
C (2.82, 0.14, -0.08)
H (-2.71, -0.55, 1.13)
H (-0.26, -1.01, 1.08)
H (-0.51, 0.70, 1.30)
H (0.36, -0.64, -1.40)
H (-0.19, 0.99, -1.27)
H (3.82, 0.19, 0.27)



Name the least stable of them. <1>.



<1>
DFT (the ωB97M-V functional and the def2-TZVPD basis) results for a molecular structure, C8H32O8.

For the HOMO-LUMO gap, the calculation gives 8.647 eV.

Element x y z (Å)
C (-1.17, -2.18, -1.55)
O (-2.45, -2.73, -1.64)
H (-0.85, -1.94, -2.57)
H (-0.93, -1.35, -0.88)
H (-0.53, -2.95, -1.13)
H (-2.41, -3.67, -1.81)
C (3.70, 1.33, -0.51)
O (3.66, 2.38, -1.42)
H (4.72, 1.34, -0.10)
H (2.99, 1.40, 0.32)
H (3.61, 0.34, -0.95)
H (3.95, 1.95, -2.23)
C (0.54, 0.19, 0.51)
O (0.51, -0.70, 1.55)
H (0.53, -0.29, -0.47)
H (-0.42, 0.69, 0.63)
H (1.38, 0.87, 0.49)
H (-0.31, -1.19, 1.64)
C (-1.22, 1.60, 2.60)
O (-0.33, 0.69, 3.24)
H (-1.00, 1.61, 1.53)
H (-2.28, 1.41, 2.74)
H (-0.94, 2.57, 3.00)
H (0.16, 0.20, 2.58)
C (1.23, 2.87, 0.54)
O (0.41, 2.82, 1.65)
H (2.24, 2.54, 0.77)
H (0.88, 2.30, -0.33)
H (1.09, 3.92, 0.28)
H (0.84, 3.35, 2.33)
C (1.66, -1.53, -2.16)
O (1.68, -1.95, -3.47)
H (2.35, -0.73, -1.88)
H (0.63, -1.34, -1.86)
H (1.81, -2.42, -1.54)
H (2.57, -1.85, -3.82)
C (-2.25, 0.40, -0.85)
O (-2.82, -0.12, 0.32)
H (-1.17, 0.33, -0.98)
H (-2.73, 0.01, -1.74)
H (-2.54, 1.45, -0.88)
H (-3.50, 0.51, 0.57)
C (-2.28, -2.39, 1.32)
O (-1.79, -1.10, 1.61)
H (-3.35, -2.42, 1.51)
H (-2.18, -2.62, 0.25)
H (-1.64, -3.08, 1.86)
H (-2.07, -0.49, 0.93)



<2>
DFT (the ωB97M-V functional and the def2-TZVPD basis) results for 8 unconnected molecules or ions with the total composition C8H32O8.

For the HOMO-LUMO gap, the calculation gives 9.804 eV.

Element x y z (Å)
C (-2.11, -1.66, -1.81)
O (-3.08, -1.61, -2.84)
H (-2.17, -2.56, -1.21)
H (-1.10, -1.62, -2.23)
H (-2.17, -0.75, -1.21)
H (-2.74, -1.01, -3.51)
C (0.95, -1.39, 4.19)
O (0.18, -0.65, 3.24)
H (0.42, -1.30, 5.15)
H (1.06, -2.42, 3.87)
H (1.91, -0.92, 4.39)
H (-0.04, -1.21, 2.48)
C (-3.57, -1.27, 1.65)
O (-2.47, -0.46, 1.29)
H (-3.37, -1.85, 2.55)
H (-4.41, -0.61, 1.89)
H (-3.92, -1.98, 0.89)
H (-1.68, -1.02, 1.38)
C (3.47, 1.14, 1.88)
O (3.45, 0.19, 0.79)
H (2.45, 1.42, 2.12)
H (3.85, 0.60, 2.75)
H (4.09, 2.04, 1.77)
H (4.32, -0.21, 0.77)
C (0.25, 0.88, 0.09)
O (1.34, 1.55, -0.53)
H (0.10, 1.23, 1.11)
H (-0.61, 1.01, -0.56)
H (0.43, -0.20, 0.24)
H (2.15, 1.15, -0.17)
C (-0.98, 1.65, -3.73)
O (-1.50, 0.43, -4.26)
H (-1.12, 2.48, -4.44)
H (-1.55, 1.93, -2.84)
H (0.07, 1.64, -3.45)
H (-2.27, 0.72, -4.76)
C (1.44, 4.32, -2.65)
O (1.56, 4.34, -1.25)
H (0.39, 4.37, -2.96)
H (2.03, 5.12, -3.09)
H (1.87, 3.41, -3.09)
H (1.51, 3.42, -0.95)
C (0.61, -3.32, 1.09)
O (-0.74, -2.95, 1.30)
H (0.70, -4.23, 0.48)
H (1.12, -2.53, 0.56)
H (1.12, -3.61, 2.01)
H (-1.27, -3.70, 1.59)



Name the least stable of them. <1>.



<1>
DFT (the ωB97M-V functional and the def2-TZVPD basis) results for a gas-phase ion, C11H14N (charge +1).

For the HOMO-LUMO gap, the calculation gives 8.242 eV. Its net charge is +1.

Element x y z (Å)
C (2.47, -1.35, -0.42)
C (2.72, 0.02, 0.02)
C (1.02, 1.91, 0.62)
C (1.13, -1.65, -0.46)
C (-0.23, 2.33, 0.19)
C (1.55, 0.64, 0.13)
C (-0.80, 1.60, -1.00)
C (-2.01, -0.60, -0.53)
C (-1.60, -1.23, 0.90)
C (-0.77, 0.06, -1.00)
C (0.39, -0.43, -0.02)
N (-0.37, -0.53, 1.24)
H (3.41, -1.91, -0.49)
H (3.72, 0.35, 0.31)
H (1.68, 2.35, 1.30)
H (0.64, -2.47, -0.91)
H (-0.92, 2.96, 0.78)
H (-1.79, 2.08, -1.15)
H (-0.23, 1.91, -1.92)
H (-2.31, -1.53, -1.16)
H (-2.97, 0.09, -0.43)
H (-2.32, -1.20, 1.68)
H (-1.52, -2.31, 0.82)
H (-0.55, -0.47, -2.00)
H (-0.56, 0.37, 1.53)
H (0.19, -0.96, 1.94)



<2>
DFT (the ωB97M-V functional and the def2-TZVPD basis) results for a molecular structure, C11H14N.

For the HOMO-LUMO gap, the calculation gives 9.140 eV. Its net charge is +1.

Element x y z (Å)
C (-3.28, 1.56, -1.12)
C (-2.37, 1.41, -0.32)
C (3.11, 0.06, -1.50)
C (3.08, 0.02, -0.10)
C (1.91, -0.12, -2.23)
C (1.91, -0.03, 0.59)
C (0.67, -0.23, -1.48)
C (0.64, -0.22, -0.07)
C (-0.54, -0.64, 2.23)
C (-1.61, -1.34, 0.02)
C (-0.59, -0.53, 0.70)
N (-1.36, 1.16, 0.57)
H (-4.10, 2.08, -1.61)
H (4.11, 0.12, -1.95)
H (4.01, 0.22, 0.38)
H (1.95, 0.11, -3.29)
H (1.97, 0.02, 1.69)
H (-0.40, -0.29, -2.00)
H (-1.32, -1.09, 2.83)
H (0.48, -1.18, 2.47)
H (-0.29, 0.27, 2.67)
H (-1.33, -2.41, -0.06)
H (-2.53, -1.10, 0.61)
H (-1.78, -0.86, -0.98)
H (-1.77, 1.35, 1.58)
H (-0.56, 1.69, 0.37)



Name the least stable of them. <2>.



<1>
DFT (the ωB97M-V functional and the def2-TZVPD basis) results for 5 unconnected molecules or ions with the total composition C2H12O5.

For the HOMO-LUMO gap, the calculation gives 9.132 eV.

Element x y z (Å)
C (1.27, -0.55, 3.64)
C (0.86, -0.30, 2.41)
O (-0.46, -0.18, 2.11)
H (2.29, -0.44, 3.96)
H (0.60, -0.99, 4.38)
H (1.54, 0.04, 1.64)
H (-0.61, 0.29, 1.28)
H (-1.15, 2.99, 1.25)
H (-2.31, 2.27, 1.90)
O (-1.85, 2.36, 1.06)
H (1.87, 0.98, -0.75)
H (1.36, 1.20, -2.17)
O (1.24, 0.64, -1.39)
H (-1.11, -0.38, -3.41)
H (-0.37, -0.47, -4.69)
O (-1.14, -0.03, -4.31)
H (-0.26, -2.30, -1.22)
H (0.77, -1.47, -2.00)
O (0.33, -2.33, -1.98)



<2>
DFT (the ωB97M-V functional and the def2-TZVPD basis) results for 5 unconnected molecules or ions with the total composition C2H12O5.

For the HOMO-LUMO gap, the calculation gives 10.443 eV.

Element x y z (Å)
C (2.43, 1.81, 0.58)
C (2.52, 0.58, 1.05)
O (1.45, -0.29, 0.91)
H (3.10, 2.60, 0.90)
H (1.56, 2.13, 0.03)
H (3.28, 0.21, 1.73)
H (1.82, -1.16, 0.77)
H (-0.78, -2.26, 0.10)
H (-2.12, -1.83, -0.42)
O (-1.70, -2.56, 0.07)
H (-0.44, -0.73, -3.34)
H (-0.04, 0.07, -2.09)
O (0.30, -0.30, -2.90)
H (-3.27, 0.23, -1.02)
H (-1.97, 0.48, -0.05)
O (-2.35, 0.04, -0.83)
H (-0.70, 0.36, 1.79)
H (-0.92, 1.86, 1.57)
O (-1.38, 1.01, 1.55)



Name the least stable of them. <1>.



<1>
DFT (the ωB97M-V functional and the def2-TZVPD basis) results for C3H3ClS2 in the gas phase.

For the HOMO-LUMO gap, the calculation gives 7.905 eV.

Element x y z (Å)
C (0.28, 0.42, 0.28)
C (-1.18, 0.08, 0.43)
C (0.97, -0.52, -0.69)
H (0.77, 0.37, 1.25)
H (-1.85, 0.57, 1.20)
H (0.35, -0.90, -1.52)
S (-2.06, -0.97, -0.42)
S (2.32, -1.12, -0.13)
Cl (0.40, 2.07, -0.42)



<2>
DFT (the ωB97M-V functional and the def2-TZVPD basis) results for C3H3ClS2 in the gas phase.

For the HOMO-LUMO gap, the calculation gives 8.415 eV.

Element x y z (Å)
C (-1.14, -0.05, -0.43)
C (-0.02, -0.49, 0.47)
C (1.30, -0.42, 0.21)
H (-0.41, 1.91, 0.40)
H (-0.26, -0.86, 1.42)
H (2.07, -0.75, 0.91)
S (-1.24, 1.66, -0.64)
S (-2.26, -1.01, -1.04)
Cl (1.96, 0.00, -1.29)



Name the least stable of them. <1>.



<1>
DFT (the ωB97M-V functional and the def2-TZVPD basis) results for C2H6N2O in the gas phase.

For the HOMO-LUMO gap, the calculation gives 10.328 eV.

Element x y z (Å)
C (0.23, -0.77, -0.91)
C (-0.59, 1.43, -0.07)
H (1.34, -0.89, -0.99)
H (-0.26, -1.77, -0.72)
H (-0.16, -0.41, -1.86)
H (1.19, -0.42, 1.54)
H (-0.32, -1.02, 1.73)
H (-0.70, 1.65, -1.14)
N (-0.14, 0.14, 0.15)
N (0.20, -0.21, 1.46)
O (-0.78, 2.26, 0.79)



<2>
DFT (the ωB97M-V functional and the def2-TZVPD basis) results for C2H6N2O in the gas phase.

For the HOMO-LUMO gap, the calculation gives 9.459 eV.

Element x y z (Å)
C (-1.04, -0.65, -0.02)
C (1.42, -0.51, -0.12)
H (-1.53, -0.41, 0.91)
H (-1.67, -0.46, -0.85)
H (-0.76, -1.68, 0.01)
H (0.35, 1.91, 0.78)
H (-0.84, 1.75, -0.40)
H (1.28, -1.64, -0.04)
N (0.21, 0.13, -0.09)
N (0.09, 1.48, -0.14)
O (2.48, 0.09, -0.03)



Name the least stable of them. <2>.



<1>
DFT (the ωB97M-V functional and the def2-TZVPD basis) results for a gas-phase ion, C6H11N3 (charge +2).

For the HOMO-LUMO gap (spin up / spin down), the calculation gives 7.162 / 7.011 eV. Its net charge is +2.

Element x y z (Å)
C (1.55, 1.62, 0.28)
C (0.23, -1.51, 0.13)
C (2.54, -0.52, -0.17)
C (-0.78, 0.69, 0.02)
C (-1.68, 1.77, -0.14)
C (-2.14, -1.19, 0.07)
N (-0.79, -0.58, 0.07)
N (2.51, 0.84, -0.01)
N (1.55, -1.41, -0.04)
H (1.57, 2.68, 0.45)
H (-0.12, -2.52, 0.26)
H (3.51, -0.94, -0.38)
H (-2.44, 1.76, 0.66)
H (-2.21, 1.70, -1.10)
H (-1.21, 2.75, -0.11)
H (-2.53, -1.24, 1.09)
H (-2.83, -0.59, -0.53)
H (-2.11, -2.19, -0.36)
H (3.46, 1.25, -0.09)
H (1.94, -2.35, -0.08)



<2>
DFT (the ωB97M-V functional and the def2-TZVPD basis) results for a gas-phase ion, C6H11N3 (charge +2).

For the HOMO-LUMO gap, the calculation gives 9.863 eV. Its net charge is +2.

Element x y z (Å)
C (0.99, 2.03, 0.49)
C (-0.03, 0.03, 0.23)
C (2.50, -0.85, 0.42)
C (-0.28, 1.42, 0.06)
C (-0.43, 1.93, -1.36)
C (-0.59, -2.23, 0.80)
N (2.02, 1.35, 0.61)
N (1.65, 0.07, 0.44)
N (-0.81, -0.99, 0.27)
H (1.16, 3.08, 0.64)
H (3.59, -0.41, 0.45)
H (2.35, -1.85, 0.31)
H (-1.07, 1.81, 0.60)
H (-0.12, 3.04, -1.38)
H (-1.53, 1.94, -1.56)
H (0.29, 1.37, -1.99)
H (0.02, -2.91, 0.11)
H (-1.60, -2.74, 0.87)
H (-0.17, -2.27, 1.88)
H (-1.77, -0.86, -0.13)



Name the least stable of them. <1>.